[1]
Below is C10H6Br2Cl3GeHgNO as an isolated structure, with properties calculated with ωB97M-V/def2-TZVPD.

Values from the calculation:
total charge	0
E	-9273.78268	Eh
2S+1	1
F_max	0.0072	Eh/bohr
LUMO level	-0.8	eV
HOMO-LUMO gap	7.34	eV

CARTESIAN COORDINATES (ANGSTROEM)
Hg1 -0.65456 2.08157 1.09290
C1 -0.09111 -1.06305 2.52360
C2 0.04328 -1.15661 1.03282
C3 0.36628 -2.37046 0.39538
C4 0.49302 -2.41008 -0.96255
C5 0.30504 -1.24359 -1.73200
C6 0.41480 -1.17089 -3.14064
Br1 0.84887 -2.71188 -4.15030
C7 0.21073 0.01231 -3.78317
C8 -0.10951 1.17701 -3.06483
Br2 -0.38018 2.77823 -4.01739
C9 -0.23160 1.19152 -1.68725
O1 -0.51985 2.26942 -1.01368
C10 -0.01666 -0.06440 -1.02829
N1 -0.13784 -0.06160 0.32271
H1 0.04024 -2.03517 2.99346
H2 -1.07309 -0.67726 2.80155
H3 0.65986 -0.38231 2.93053
H4 0.51208 -3.25990 0.99228
H5 0.74165 -3.33595 -1.46351
H6 0.29445 0.06950 -4.85914
Cl1 1.53225 2.73195 3.97513
Ge1 -0.52334 2.92262 3.36022
Cl2 -1.65360 1.75143 4.77024
Cl3 -1.07121 4.95758 3.71194

These are the Mulliken partial charges, in e, on atoms 1 to 8:
1 Hg 1.000
2 C -1.158
3 C 0.688
4 C -0.666
5 C -0.701
6 C 1.267
7 C -0.206
8 Br -0.217

***

[2]
Below is C10H6Br2NOPtS4 as an isolated structure, with properties calculated with ωB97M-V/def2-TZVPD.

Values from the calculation:
total charge	+1
E	-7374.50377	Eh
2S+1	5
F_max	0.0087	Eh/bohr
<S²>	6.051
LUMO level (alpha / beta)	-4.2 / -6.2	eV
HOMO-LUMO gap (alpha / beta)	6.85 / 5.66	eV

CARTESIAN COORDINATES (ANGSTROEM)
Pt1 0.00799 0.14896 0.18395
S1 -0.19689 -0.11456 2.44633
S2 1.35441 0.78564 3.35833
S3 2.02562 2.24598 2.13944
S4 0.88311 2.24042 0.48302
C1 -2.95456 0.17549 -1.41687
C2 -2.03047 -0.79563 -2.07313
C3 -2.42606 -1.54666 -3.19240
C4 -1.55992 -2.43035 -3.77569
C5 -0.26569 -2.58208 -3.24467
C6 0.73434 -3.47557 -3.76595
Br1 0.35409 -4.53249 -5.24397
C7 1.99131 -3.57577 -3.19360
C8 2.33038 -2.81365 -2.09210
Br2 4.00786 -2.94645 -1.32713
C9 1.38837 -1.89408 -1.50749
O1 1.67460 -1.19883 -0.51524
C10 0.05900 -1.80671 -2.13521
N1 -0.80601 -0.93901 -1.57052
H1 -3.91917 0.20135 -1.91733
H2 -2.52135 1.17707 -1.43518
H3 -3.10734 -0.09920 -0.37170
H4 -3.42408 -1.41614 -3.58567
H5 -1.86164 -3.00975 -4.63728
H6 2.71701 -4.25824 -3.61280

These are the Mulliken partial charges, in e, on atoms 1 to 8:
1 Pt 1.306
2 S -0.186
3 S 0.083
4 S 0.083
5 S -0.186
6 C -1.520
7 C 0.926
8 C -0.737

***

[3]
Below is C10H6Cl3CoGeNO2S4 as an isolated structure, with properties calculated with ωB97M-V/def2-TZVPD.

Values from the calculation:
total charge	0
E	-7023.08756	Eh
2S+1	6
F_max	0.0123	Eh/bohr
<S²>	8.769
LUMO level (alpha / beta)	-1.0 / -3.5	eV
HOMO-LUMO gap (alpha / beta)	7.70 / 5.99	eV

CARTESIAN COORDINATES (ANGSTROEM)
Co1 0.75322 1.80289 -0.22341
S1 2.88133 2.01741 -1.18425
S2 3.49262 3.84399 -0.84494
S3 2.11937 4.68257 0.53588
S4 0.64425 5.37012 -0.49267
O1 -3.06779 2.47509 -0.74863
C1 -1.93393 2.07482 -0.63481
O2 -0.85340 2.79445 -0.55800
C2 -1.69527 0.56441 -0.58032
C3 -2.77324 -0.33486 -0.56050
C4 -2.50388 -1.66757 -0.49557
C5 -1.16393 -2.12248 -0.46583
C6 -0.82019 -3.49493 -0.40011
C7 0.48743 -3.87711 -0.35911
C8 1.51456 -2.90340 -0.38405
C9 1.21057 -1.57671 -0.45202
C10 -0.13770 -1.16294 -0.49360
N1 -0.44109 0.17086 -0.54781
H1 -3.77408 0.06960 -0.59002
H2 -3.30737 -2.39416 -0.46136
H3 -1.61431 -4.23150 -0.38154
H4 0.74628 -4.92601 -0.30212
H5 2.54918 -3.21679 -0.34215
H6 1.99668 -0.82981 -0.46101
Cl1 3.35000 2.21623 2.66450
Ge1 1.24327 1.78355 2.17885
Cl2 0.93198 -0.21279 3.04229
Cl3 0.16544 3.08509 3.54231

These are the Mulliken partial charges, in e, on atoms 1 to 8:
1 Co 0.222
2 S 0.017
3 S 0.143
4 S 0.015
5 S 0.029
6 O -0.630
7 C 0.584
8 O -0.565

***

[4]
Below is C10H6InN2O5 as an isolated structure at a distorted geometry, with properties calculated with ωB97M-V/def2-TZVPD.

Values from the calculation:
total charge	+3
E	-1059.26422	Eh
2S+1	1
F_max	0.1111	Eh/bohr
LUMO level	-14.2	eV
HOMO-LUMO gap	3.85	eV

CARTESIAN COORDINATES (ANGSTROEM)
In1 1.46861 2.17300 -1.13195
O1 4.18710 0.06684 -0.27115
C1 3.36958 0.81458 -0.55816
C2 0.26241 1.72855 -3.02122
O2 -0.38275 1.37286 -3.90483
C3 0.83641 3.86718 0.33772
O3 0.53705 4.72150 1.04415
C4 3.09282 3.75284 -2.48828
O4 3.76745 4.44185 -3.09586
N1 -2.77219 -2.79853 2.42982
C5 -1.96387 -3.02473 1.35176
O5 -1.87274 -4.13418 0.84048
C6 -1.19185 -1.84554 0.82428
C7 -1.26824 -0.56311 1.38391
C8 -0.51923 0.48312 0.83025
N2 0.27825 0.28705 -0.23668
C9 0.37226 -0.93854 -0.79403
C10 -0.34773 -2.02058 -0.28692
H1 -3.29000 -3.58533 2.78267
H2 -2.89075 -1.91050 2.88742
H3 -1.89471 -0.33988 2.24306
H4 -0.57161 1.48591 1.26004
H5 1.03352 -1.04675 -1.65677
H6 -0.23978 -2.98760 -0.76971

These are the Mulliken partial charges, in e, on atoms 1 to 8:
1 In 1.545
2 O 0.060
3 C 0.245
4 C 0.291
5 O 0.045
6 C 0.262
7 O 0.064
8 C 0.122

***

[5]
Below is C10H6MgN2O5 as an isolated structure at a distorted geometry, with properties calculated with ωB97M-V/def2-TZVPD.

Values from the calculation:
total charge	+2
E	-1069.92030	Eh
2S+1	1
F_max	0.1381	Eh/bohr
LUMO level	-8.6	eV
HOMO-LUMO gap	6.96	eV

CARTESIAN COORDINATES (ANGSTROEM)
O1 -2.84088 -1.63501 -0.59122
C1 -1.85191 -1.04405 -0.44151
Mg1 -0.01144 -0.06933 0.33898
O2 0.22277 0.72773 -3.20775
C2 0.14616 0.47764 -2.10583
C3 1.85500 1.07304 0.29690
O3 2.83971 1.64232 0.54709
C4 1.12092 -1.81916 -0.36140
O4 1.71608 -2.78636 -0.52357
C5 -1.11807 1.83010 0.31100
O5 -1.71484 2.79097 0.50349
N1 -0.42897 -1.38970 6.10712
C6 -0.33473 -1.09129 4.80136
C7 0.60767 -0.13314 4.37777
C8 0.66970 0.16548 3.03963
N2 -0.14630 -0.50412 2.21098
C9 -1.05505 -1.43035 2.55145
C10 -1.18153 -1.74670 3.88248
H1 0.15901 -0.95791 6.79120
H2 -1.09061 -2.06157 6.44539
H3 1.27609 0.39085 5.03401
H4 1.35866 0.90600 2.60027
H5 -1.65292 -1.90019 1.75033
H6 -1.92043 -2.47932 4.15732

These are the Mulliken partial charges, in e, on atoms 1 to 8:
1 O -0.132
2 C 0.137
3 Mg 1.139
4 O -0.083
5 C 0.167
6 C 0.145
7 O -0.133
8 C 0.214

***

[6]
Below is C10H6N4O in the gas phase at a distorted geometry, with properties calculated with ωB97M-V/def2-TZVPD.

Values from the calculation:
total charge	0
E	-678.79900	Eh
2S+1	1
F_max	0.0817	Eh/bohr
LUMO level	-2.2	eV
HOMO-LUMO gap	5.93	eV

CARTESIAN COORDINATES (ANGSTROEM)
C1 -3.41944 -0.56585 -0.08879
C2 -1.36014 -0.58641 -1.45591
C3 2.36949 1.62732 -0.52857
C4 2.13811 0.31847 -0.49570
C5 1.38522 2.52753 -0.08122
C6 0.95118 -0.13547 0.00068
C7 -0.02095 0.76706 0.43981
C8 -1.46021 0.47969 0.74201
C9 0.10387 -2.20407 1.09990
C10 -2.10241 -0.12363 -0.36834
N1 -4.52479 -0.75528 0.15028
N2 -0.64462 -1.17744 -2.14521
N3 0.23276 2.08114 0.46014
N4 0.59676 -1.52982 0.10460
O1 -2.01399 0.95023 1.74026
H1 3.37698 1.95488 -0.92033
H2 2.88123 -0.38590 -0.70210
H3 1.39880 3.58373 -0.13625
H4 -0.38078 -1.50898 1.90980
H5 -0.21966 -3.24893 1.04490
H6 0.71258 -2.06827 -0.76994

These are the Mulliken partial charges, in e, on atoms 1 to 8:
1 C 0.112
2 C 0.378
3 C -0.334
4 C -0.906
5 C -0.395
6 C 0.767
7 C 0.899
8 C -0.157

***

[7]
Below is a 2-piece molecular cluster, C10H6N6O4 overall at a distorted geometry, with properties calculated with ωB97M-V/def2-TZVPD.

Values from the calculation:
total charge	0
E	-1013.89263	Eh
2S+1	1
F_max	0.0637	Eh/bohr
LUMO level	-2.2	eV
HOMO-LUMO gap	6.95	eV

CARTESIAN COORDINATES (ANGSTROEM)
N1 4.49535 2.03615 -2.20267
C1 3.71755 1.39522 -1.61338
C2 2.77346 0.58714 -0.90320
C3 2.49756 0.62938 0.46842
C4 1.49409 -0.21639 1.04053
N2 1.34774 -0.22607 2.46128
O1 2.04072 0.58066 3.12794
O2 0.55416 -1.03990 2.98868
C5 0.74606 -1.10206 0.24819
C6 1.12876 -1.21878 -1.07912
N3 0.61077 -2.00284 -2.11559
O3 -0.24093 -2.86723 -2.15806
O4 1.29888 -1.57829 -3.31983
N4 2.21693 -0.56581 -3.03357
C7 2.08827 -0.38577 -1.69562
H1 3.08292 1.27975 1.11664
H2 -0.06726 -1.70582 0.64297
N5 -1.96285 0.29650 0.58288
C8 -2.96207 -0.41533 1.06761
N6 -4.13419 0.30179 0.96788
C9 -3.83924 1.53767 0.41101
C10 -2.46624 1.52261 0.19594
H3 -2.96183 -1.41112 1.50651
H4 -5.03956 -0.04008 1.26818
H5 -4.57859 2.29898 0.22332
H6 -1.84045 2.30965 -0.19693

These are the Mulliken partial charges, in e, on atoms 1 to 8:
1 N -0.453
2 C -0.107
3 C 0.210
4 C -0.500
5 C -0.052
6 N 0.969
7 O -0.593
8 O -0.581

***

[8]
Below is C10H7ClN2O2S as an isolated structure at a distorted geometry, with properties calculated with ωB97M-V/def2-TZVPD.

Values from the calculation:
total charge	0
E	-1503.24482	Eh
2S+1	1
F_max	0.3619	Eh/bohr
LUMO level	0.0	eV
HOMO-LUMO gap	8.27	eV

CARTESIAN COORDINATES (ANGSTROEM)
O1 -0.85245 -2.15933 0.96535
C1 -1.92867 -1.93751 0.78787
C2 -2.55100 -0.59154 0.32374
C3 -4.04578 -0.64940 0.24451
C4 -4.71605 0.35001 -0.30756
C5 -4.04051 1.54659 -0.46028
C6 -2.69490 1.47454 -0.27430
C7 -1.96752 0.47287 -0.13029
O2 -0.66549 0.36083 0.00332
C8 0.26157 1.36388 -0.28296
C9 1.57792 1.18930 -0.01327
N1 2.41242 1.91327 0.44600
N2 3.69568 1.16970 0.59294
S1 3.86477 -0.11382 0.20163
C10 2.18597 -0.25513 -0.47102
Cl1 1.38122 -1.59759 -0.95093
H1 0.06010 2.14212 0.38207
H2 0.04609 1.60049 -1.25713
H3 -1.94008 2.58591 -0.78664
H4 -4.50441 2.58255 -0.73153
H5 -5.86475 0.55818 -0.30273
H6 -4.79406 -1.39366 0.70499
H7 -2.83524 -2.59412 1.10506

These are the Mulliken partial charges, in e, on atoms 1 to 8:
1 O -0.313
2 C -0.107
3 C 0.620
4 C -0.672
5 C -0.621
6 C -0.310
7 C -0.095
8 C 0.737

***

[9]
Below is C10H7DyN2O5 as an isolated structure at a distorted geometry, with properties calculated with ωB97M-V/def2-TZVPD.

Values from the calculation:
total charge	+2
E	-1755.29391	Eh
2S+1	6
F_max	0.1533	Eh/bohr
<S²>	9.466
LUMO level (alpha / beta)	-9.7 / -9.5	eV
HOMO-LUMO gap (alpha / beta)	5.80 / 6.05	eV

CARTESIAN COORDINATES (ANGSTROEM)
O1 -0.51848 0.08394 -4.74911
C1 -0.13674 0.22767 -3.65804
Dy1 0.18750 0.28330 -1.28264
O2 2.81373 -0.17436 -3.90067
C2 2.14677 -0.03540 -2.95911
C3 -2.35366 -0.43239 -1.73240
O3 -2.59311 0.11031 -0.59967
C4 -1.41065 -1.52682 -1.78662
O4 -1.44856 -2.71607 -1.68628
C5 -1.05142 2.18687 -2.01561
O5 -1.73633 3.03953 -2.36741
H1 -2.83646 -0.16880 -2.68802
N1 -0.47010 -1.98951 1.72474
C6 0.22396 -0.85295 1.98250
C7 0.77901 -0.56797 3.25160
C8 1.46106 0.63792 3.42675
C9 1.56423 1.53794 2.35540
C10 0.97177 1.22390 1.14219
N2 0.38983 0.00167 0.93255
H2 -0.90990 -2.19374 0.83052
H3 -0.59437 -2.64367 2.49074
H4 0.57803 -1.31755 4.03763
H5 1.90844 0.83301 4.40524
H6 2.08765 2.48125 2.50853
H7 0.94781 1.97193 0.33721

These are the Mulliken partial charges, in e, on atoms 1 to 8:
1 O -0.120
2 C 0.403
3 Dy 0.586
4 O -0.057
5 C 0.149
6 C 0.058
7 O -0.372
8 C 0.292